C23H21N11ORuS3 as an isolated structure at a distorted geometry, computed with the ωB97M-V functional and the def2-TZVPD basis.

Results
- Total charge: +1
- F_max: 3.92 eV Å⁻¹
- Multiplicity: 2
- Energy relative to the best compared isomer or geometry (same formula, charge and spin): 2.6147 eV
- Electronic energy: -2855.8823 Eh

Each line ends with the natural charge from an NBO analysis.
Atoms and positions in Å:
Ru  0.2937  0.2209  0.3325  0.99
C  -3.3164  -0.7209  4.2380  -0.74
S  -2.1602  0.6339  4.6076  0.28
C  -1.2633  0.6811  3.0827  -0.07
S  -0.1512  -0.6074  2.7522  0.00
N  -1.4235  1.7290  2.3475  -0.36
N  -0.6497  1.8127  1.2563  -0.20
C  -0.5544  2.9956  0.7323  0.08
C  0.5414  3.2611  -0.1449  0.13
C  0.8042  4.5268  -0.6826  -0.20
C  1.9882  4.7332  -1.3580  -0.15
C  2.8967  3.6856  -1.4809  -0.24
C  2.5469  2.4499  -0.9601  0.06
N  1.3991  2.2399  -0.3349  -0.43
H  -4.0260  -0.7311  5.0613  0.25
H  -2.7901  -1.6722  4.1927  0.22
H  -3.8364  -0.5087  3.3068  0.22
H  -1.2093  3.7798  1.0960  0.22
H  0.0856  5.3237  -0.5426  0.24
H  2.2187  5.7030  -1.7782  0.24
H  3.8483  3.8254  -1.9731  0.24
H  3.1983  1.5878  -1.0528  0.23
S  -4.3587  -2.6486  -5.2524  0.97
N  -3.1387  -1.6030  -5.3594  -0.59
C  -2.7453  -1.3442  -4.1261  0.10
C  -1.6751  -0.4606  -3.7460  -0.01
C  -0.9076  0.2150  -4.6934  -0.12
C  0.0821  1.0559  -4.2515  -0.24
C  0.2665  1.1975  -2.8795  0.08
N  -0.4412  0.5564  -1.9632  -0.43
C  -1.4009  -0.2854  -2.3771  0.16
C  -2.1510  -1.0132  -1.3676  0.27
N  -1.8096  -0.8523  -0.0712  -0.42
C  -2.4937  -1.5265  0.8404  0.08
C  -3.5513  -2.3834  0.5523  -0.24
C  -3.9058  -2.5684  -0.7593  -0.10
C  -3.1952  -1.8811  -1.7410  -0.10
C  -3.4955  -2.0407  -3.1403  0.11
N  -4.4378  -2.8108  -3.6517  -0.59
H  -1.1140  0.0608  -5.7441  0.25
H  0.7089  1.6041  -4.9399  0.24
H  1.0279  1.8733  -2.5252  0.20
H  -2.1838  -1.4057  1.8624  0.23
H  -4.0633  -2.8907  1.3571  0.24
H  -4.7098  -3.2268  -1.0606  0.25
C  1.0619  -2.6682  -0.0058  -0.23
O  0.9802  -1.3876  -0.5343  -0.77
H  1.6129  -3.3103  -0.7020  0.18
H  0.0667  -3.1236  0.1434  0.14
H  1.5860  -2.6968  0.9634  0.15
N  5.1462  0.0293  3.7781  -0.79
C  4.7286  -1.1697  3.3361  0.67
N  5.3486  -2.2687  3.7870  -0.76
N  3.7594  -1.3306  2.4797  -0.64
C  2.9966  -0.4794  1.8991  0.58
N  2.2808  0.2467  1.3416  -0.49
H  5.8812  0.1149  4.4560  0.41
H  4.6626  0.8614  3.4927  0.42
H  6.1073  -2.2234  4.4414  0.41
H  5.0333  -3.1648  3.4628  0.43


An isolated ion of composition C6H13O and charge +1 at a distorted geometry, computed with the ωB97M-V functional and the def2-TZVPD basis.

Results
- Total charge: +1
- F_max: 5.03 eV Å⁻¹
- Energy relative to the best compared isomer or geometry (same formula, charge and spin): 1.8098 eV
- Electronic energy: -311.2729 Eh

Each line ends with the natural charge from an NBO analysis.
Atoms and positions in Å:
C  0.7994  -0.3930  -2.2409  0.38
C  -1.3102  -0.9519  0.8469  -0.65
C  -1.1713  0.9060  -0.8313  -0.60
C  1.7137  -0.1974  1.4031  -0.65
C  -0.5288  0.3566  0.5001  -0.28
C  0.9425  0.1660  0.1808  0.12
O  1.0068  -0.7961  -1.0392  -0.34
H  0.7641  -1.1389  -2.9909  0.21
H  0.8837  0.5453  -2.7429  0.21
H  -1.9422  -1.3565  0.0914  0.24
H  -0.5810  -1.5987  1.4415  0.23
H  -2.0265  -0.7475  1.7761  0.25
H  -0.9982  0.2942  -1.6826  0.17
H  -2.2921  0.7799  -0.6831  0.25
H  -1.0229  1.9941  -1.1415  0.24
H  1.5401  0.6373  2.0250  0.25
H  2.8107  -0.4820  1.4007  0.26
H  1.2223  -1.0443  1.8544  0.22
H  -0.6711  1.0739  1.2837  0.27
H  1.5219  1.0751  -0.1584  0.22


C43H47ClGeHfIN4O4S as an isolated structure at a distorted geometry, computed with the ωB97M-V functional and the def2-TZVPD basis.

Results
- Total charge: +2
- F_max: 1.90 eV Å⁻¹
- Multiplicity: 2
- Energy relative to the best compared isomer or geometry (same formula, charge and spin): 1.0325 eV
- Electronic energy: -5467.3698 Eh

Each line ends with the Löwdin spin population.
Atoms and positions in Å:
Hf  0.0744  0.5239  0.4995  0.20
C  -0.3734  1.9502  3.4052  0.00
C  -1.2607  0.7412  3.6433  0.00
N  -1.3240  -0.1436  2.4309  0.00
C  -1.2811  -1.5617  2.8726  0.00
C  0.1237  -1.9486  3.3079  0.00
S  1.2726  -1.4785  1.9886  0.01
C  2.4676  -0.3894  2.8132  0.00
C  1.8074  0.8278  3.4487  0.00
N  0.7923  1.5324  2.6034  0.01
H  -0.9058  2.6970  2.8285  0.00
H  -0.0757  2.4120  4.3510  0.00
H  -0.8843  0.1382  4.4676  0.00
H  -2.2670  1.0561  3.9257  0.00
H  -2.2485  0.0123  2.0227  0.00
H  -1.9843  -1.7276  3.6964  0.00
H  -1.6012  -2.1989  2.0459  0.00
H  0.4298  -1.4913  4.2461  0.00
H  0.1843  -3.0274  3.4470  0.00
H  2.9970  -0.9658  3.5734  0.00
H  3.1900  -0.1085  2.0490  0.00
H  1.3087  0.5326  4.3717  0.00
H  2.5856  1.5359  3.7427  0.00
H  1.2482  2.3701  2.2542  0.00
C  -1.5083  2.1165  0.4577  0.01
C  -2.8699  2.1467  1.0578  0.00
C  -3.2309  3.0523  2.0671  0.00
C  -4.4855  3.0273  2.6452  0.00
C  -5.4304  2.0937  2.2148  0.00
C  -5.1181  1.2276  1.1688  0.00
C  -3.8588  1.2670  0.6011  0.00
C  -6.7163  2.0390  2.8331  0.00
N  -7.7460  1.9751  3.3344  0.00
H  -0.9746  3.0394  0.7394  0.00
H  -1.6198  2.2222  -0.6293  0.00
H  -2.5396  3.8240  2.3804  0.00
H  -4.7461  3.7352  3.4190  0.00
H  -5.8621  0.5385  0.7960  0.00
H  -3.6512  0.6229  -0.2406  0.00
N  2.7446  -0.8345  -2.5966  0.02
C  2.3770  -1.1845  -1.3804  0.01
O  1.3690  -0.6424  -0.8539  0.06
C  3.2340  -2.1434  -0.6105  0.00
I  4.4661  -3.4447  -1.7425  0.00
H  2.1094  -0.2670  -3.1417  0.00
H  3.4762  -1.3445  -3.0728  0.00
H  2.6066  -2.7376  0.0452  0.00
H  3.9153  -1.5348  -0.0074  0.00
C  5.3573  2.5652  2.4817  0.00
C  5.5224  1.6325  1.3268  0.00
C  6.2996  0.4879  1.4327  0.00
C  6.4645  -0.3638  0.3473  0.00
Cl  7.4151  -1.8006  0.5229  0.00
C  5.8783  -0.0712  -0.8728  0.00
C  5.0833  1.0618  -0.9935  0.00
C  4.9012  1.8939  0.0963  0.00
O  4.1083  3.0227  0.0658  0.00
C  3.0501  3.0400  -0.8406  0.00
C  1.9862  2.0589  -0.4097  0.00
O  0.8403  2.0150  -0.9434  0.00
O  2.1852  1.2615  0.5396  0.00
H  5.6971  2.0980  3.4032  0.00
H  4.3183  2.8750  2.5984  0.00
H  5.9342  3.4784  2.3335  0.00
H  6.7866  0.2558  2.3699  0.00
H  6.0510  -0.7158  -1.7223  0.00
H  4.6419  1.2758  -1.9553  0.00
H  3.3363  2.8254  -1.8769  0.00
H  2.6157  4.0427  -0.8390  0.00
C  -3.8846  2.1695  -4.0609  0.02
C  -4.4509  1.0185  -3.5456  0.00
C  -3.6823  0.1456  -2.7867  0.03
C  -2.3299  0.4193  -2.5603  0.09
C  -1.7686  1.5797  -3.0843  0.01
C  -2.5467  2.4507  -3.8313  0.00
Ge  -1.3414  -1.0420  -1.7320  0.31
C  -2.5218  -2.4014  -0.9578  0.08
C  -2.7170  -3.5729  -1.6942  0.02
C  -3.6426  -4.5233  -1.2901  0.00
C  -4.3819  -4.3333  -0.1349  0.01
C  -4.2026  -3.1758  0.6073  0.00
C  -3.2817  -2.2269  0.1892  0.02
C  -0.1747  -1.8880  -3.0344  0.03
C  0.4286  -3.1170  -2.7591  0.01
C  1.2026  -3.7580  -3.7111  0.00
C  1.3956  -3.1687  -4.9560  0.01
C  0.8066  -1.9491  -5.2419  0.00
C  0.0191  -1.3148  -4.2879  0.01
H  -4.4871  2.8522  -4.6425  0.00
H  -5.4921  0.7963  -3.7287  0.00
H  -4.1471  -0.7469  -2.3892  0.00
H  -0.7257  1.8206  -2.9129  0.00
H  -2.1100  3.3515  -4.2371  0.00
H  -2.1657  -3.7502  -2.6083  0.00
H  -3.7901  -5.4138  -1.8857  0.00
H  -5.1010  -5.0765  0.1779  0.00
H  -4.7904  -3.0065  1.4993  0.00
H  -3.2110  -1.3056  0.7594  0.00
H  0.2853  -3.5918  -1.7936  0.00
H  1.6503  -4.7166  -3.4892  0.00
H  1.9916  -3.6711  -5.7046  0.00
H  0.9406  -1.4990  -6.2164  0.00
H  -0.4626  -0.3763  -4.5400  0.00


C17H29BCaCl2F2KN3NaO12S3 as an isolated structure at a distorted geometry, computed with the ωB97M-V functional and the def2-TZVPD basis.

Results
- Total charge: -1
- F_max: 7.53 eV Å⁻¹
- Electronic energy: -5511.1116 Eh

Each line ends with the Löwdin charge.
Atoms and positions in Å:
C  -2.0318  1.8174  3.5592  0.08
C  -3.0300  1.7746  2.9111  -0.13
C  -4.2305  1.9021  2.1009  -0.17
C  -4.9034  0.5275  1.8509  -0.16
C  -4.8750  0.0238  0.3962  -0.20
N  -3.6255  0.2635  -0.2672  -0.15
N  -2.6328  -0.6509  -0.0072  0.16
C  -1.4964  -0.4755  -0.5601  -0.34
C  -0.4279  -1.4747  -0.1918  -0.16
C  -1.0038  -2.8844  -0.0421  -0.27
C  0.1006  -3.8004  0.5004  -0.59
S  0.4230  -5.1270  -0.6910  0.70
C  -1.1156  0.5740  -1.4910  -0.56
S  0.4290  0.8066  -2.1880  0.71
C  -2.2178  1.5461  -1.7493  -0.38
O  -1.9417  2.5968  -2.5795  0.11
B  -1.4236  3.6752  -1.8071  -0.86
O  -0.3002  4.3136  -2.2747  0.06
O  -1.9848  3.9448  -0.6112  0.20
C  -3.3571  1.3205  -1.1098  -0.55
Cl  -4.6500  2.4564  -1.3512  0.82
H  -1.2050  2.1625  4.1154  0.03
H  -4.9020  2.4972  2.7053  0.12
H  -3.9211  2.4214  1.2046  0.08
H  -5.9254  0.4718  2.2125  0.10
H  -4.3499  -0.2032  2.4293  0.09
H  -5.7193  0.3351  -0.1996  0.09
H  -4.9382  -1.0596  0.4536  0.11
H  0.3255  -1.5519  -0.9663  0.08
H  -0.0163  -1.1907  0.7699  0.11
H  -1.3538  -3.1959  -1.0263  0.08
H  -1.8290  -2.9135  0.6543  0.10
H  0.9680  -3.1627  0.6973  0.02
H  -0.2641  -4.2646  1.4004  0.04
H  1.5775  -5.6259  -0.2343  -0.16
H  1.3820  1.2397  -1.2560  -0.15
H  0.3995  3.8606  -1.8261  -0.08
H  -1.3441  4.4520  -0.0816  0.11
Cl  2.2789  4.7463  -2.5159  0.10
C  -0.1164  -1.2290  5.1662  -0.12
C  -0.2610  -0.9825  3.6845  -0.13
O  0.9555  -1.5340  3.1247  -0.17
S  1.4194  -2.7681  3.9676  0.53
O  0.9452  -3.9517  3.3242  -0.42
O  2.7896  -2.5864  4.3284  -0.31
O  0.5177  -2.5311  5.2475  -0.17
H  0.5438  -0.4993  5.6357  0.14
H  -1.0705  -1.2374  5.6825  0.14
H  -0.3559  0.0675  3.4362  0.10
H  -1.1074  -1.5267  3.2624  0.14
Na  1.8616  2.6856  -0.5885  0.46
O  -1.9027  5.2957  2.3277  -0.61
H  -2.6504  5.0464  1.7670  -0.21
K  2.9298  -4.6186  3.3046  1.00
F  2.8484  -2.6131  0.6954  -0.64
C  6.5269  -1.1384  1.0170  0.04
N  5.8417  -2.4206  0.7051  -0.46
O  5.7254  -3.2289  1.6113  0.01
O  5.4578  -2.5674  -0.4205  0.08
H  6.8182  -1.1459  2.0602  0.09
H  7.3950  -1.0669  0.3697  0.10
H  5.8215  -0.3393  0.8143  0.10
Ca  -0.4231  -0.8453  -3.8597  1.37
F  1.0204  6.6398  -3.1010  -0.60
O  1.7794  0.0571  -5.7863  -0.25
C  1.9986  0.3913  -7.0216  -0.37
C  3.4137  1.3561  -7.1083  -0.37
O  3.6081  1.6807  -8.3246  -0.08
H  1.2291  1.0008  -7.5251  0.10
H  2.1876  -0.4281  -7.7379  0.10
H  4.1789  0.7230  -6.6115  0.11
H  3.2064  2.1663  -6.3813  0.12


One molecule with the formula C13H18N2O3 at a distorted geometry, computed with the ωB97M-V functional and the def2-TZVPD basis.

Results
- F_max: 3.79 eV Å⁻¹
- Energy relative to the best compared isomer or geometry (same formula, charge and spin): 4.7607 eV
- Electronic energy: -841.2776 Eh

Each line ends with the natural charge from an NBO analysis.
Atoms and positions in Å:
O  -2.5656  5.9045  -3.1639  -0.38
O  -1.3854  3.9461  -4.8522  -0.44
N  -2.6700  4.4009  -1.4830  -0.17
N  -2.4705  3.2252  -1.0037  -0.11
O  2.5943  -1.6787  1.6684  -0.57
C  -2.3094  4.7786  -2.7954  0.50
C  -1.6462  3.7477  -3.6533  0.38
C  -1.4417  2.4163  -3.0790  -0.25
C  -1.8329  2.2364  -1.7738  0.16
C  3.8499  -2.3896  1.6000  -0.24
C  -1.6807  0.8404  -1.1945  -0.44
C  0.7489  -2.7206  0.5440  -0.42
C  0.4133  -1.6195  2.7355  -0.41
C  -0.7233  0.9055  -0.0273  -0.39
C  0.3871  -1.4074  -0.2182  -0.41
C  0.0627  -0.2725  2.0554  -0.40
C  1.3946  -2.4667  1.8946  0.10
C  -0.5347  -0.5039  0.6499  -0.21
H  -0.9609  1.6395  -3.6624  0.24
H  4.5480  -1.8902  0.9527  0.19
H  3.6945  -3.3866  1.1875  0.17
H  4.2698  -2.5659  2.6321  0.17
H  -2.6648  0.4644  -0.8330  0.23
H  -1.2476  0.1565  -1.9568  0.22
H  1.3422  -3.4269  -0.1162  0.21
H  -0.2125  -3.2369  0.6708  0.20
H  -0.4704  -2.1959  2.8804  0.20
H  0.8704  -1.4347  3.7012  0.21
H  -1.1621  1.6204  0.7062  0.22
H  0.2699  1.2607  -0.3588  0.21
H  1.2966  -0.8532  -0.4807  0.21
H  -0.1075  -1.6702  -1.1755  0.20
H  0.9941  0.3296  2.0258  0.22
H  -0.7025  0.1907  2.6857  0.21
H  1.5904  -3.3977  2.4191  0.18
H  -1.5382  -0.9463  0.8185  0.19


C6H12O2 as an isolated structure at a distorted geometry, computed with the ωB97M-V functional and the def2-TZVPD basis.

Results
- F_max: 7.14 eV Å⁻¹
- Energy relative to the best compared isomer or geometry (same formula, charge and spin): 4.7260 eV
- Electronic energy: -386.1465 Eh

Each line ends with the natural charge from an NBO analysis.
Atoms and positions in Å:
O  1.7320  0.5262  1.0476  -0.56
C  0.7282  1.1903  1.2852  0.24
C  -0.3766  1.3450  0.4104  -0.40
C  0.0140  0.8971  -0.9826  -0.46
C  0.5735  -0.5123  -1.1696  0.08
C  1.3529  -0.8156  -2.1958  -0.43
C  0.0088  -1.6398  -0.3387  -0.65
H  0.9229  2.0265  1.9821  0.16
H  -0.3859  0.4774  1.2945  0.28
H  -0.9378  2.2647  0.4582  0.26
H  0.7618  1.5261  -1.4735  0.24
H  -0.8789  0.8550  -1.6104  0.23
H  1.4284  -1.8339  -2.5545  0.20
H  1.9135  -0.0909  -2.7763  0.19
H  -1.0424  -1.8790  -0.5219  0.22
H  0.0695  -1.4394  0.7293  0.21
H  0.6083  -2.5159  -0.5726  0.22
H  -1.7952  0.3324  1.7781  0.45
H  -2.3370  -0.3470  3.0842  0.47
O  -2.3601  -0.3668  2.1263  -0.94


Please write out number 1 again, unchanged.
C23H21N11ORuS3 as an isolated structure at a distorted geometry, computed with the ωB97M-V functional and the def2-TZVPD basis.

Results
- Total charge: +1
- F_max: 3.92 eV Å⁻¹
- Multiplicity: 2
- Energy relative to the best compared isomer or geometry (same formula, charge and spin): 2.6147 eV
- Electronic energy: -2855.8823 Eh

Each line ends with the natural charge from an NBO analysis.
Atoms and positions in Å:
Ru  0.2937  0.2209  0.3325  0.99
C  -3.3164  -0.7209  4.2380  -0.74
S  -2.1602  0.6339  4.6076  0.28
C  -1.2633  0.6811  3.0827  -0.07
S  -0.1512  -0.6074  2.7522  0.00
N  -1.4235  1.7290  2.3475  -0.36
N  -0.6497  1.8127  1.2563  -0.20
C  -0.5544  2.9956  0.7323  0.08
C  0.5414  3.2611  -0.1449  0.13
C  0.8042  4.5268  -0.6826  -0.20
C  1.9882  4.7332  -1.3580  -0.15
C  2.8967  3.6856  -1.4809  -0.24
C  2.5469  2.4499  -0.9601  0.06
N  1.3991  2.2399  -0.3349  -0.43
H  -4.0260  -0.7311  5.0613  0.25
H  -2.7901  -1.6722  4.1927  0.22
H  -3.8364  -0.5087  3.3068  0.22
H  -1.2093  3.7798  1.0960  0.22
H  0.0856  5.3237  -0.5426  0.24
H  2.2187  5.7030  -1.7782  0.24
H  3.8483  3.8254  -1.9731  0.24
H  3.1983  1.5878  -1.0528  0.23
S  -4.3587  -2.6486  -5.2524  0.97
N  -3.1387  -1.6030  -5.3594  -0.59
C  -2.7453  -1.3442  -4.1261  0.10
C  -1.6751  -0.4606  -3.7460  -0.01
C  -0.9076  0.2150  -4.6934  -0.12
C  0.0821  1.0559  -4.2515  -0.24
C  0.2665  1.1975  -2.8795  0.08
N  -0.4412  0.5564  -1.9632  -0.43
C  -1.4009  -0.2854  -2.3771  0.16
C  -2.1510  -1.0132  -1.3676  0.27
N  -1.8096  -0.8523  -0.0712  -0.42
C  -2.4937  -1.5265  0.8404  0.08
C  -3.5513  -2.3834  0.5523  -0.24
C  -3.9058  -2.5684  -0.7593  -0.10
C  -3.1952  -1.8811  -1.7410  -0.10
C  -3.4955  -2.0407  -3.1403  0.11
N  -4.4378  -2.8108  -3.6517  -0.59
H  -1.1140  0.0608  -5.7441  0.25
H  0.7089  1.6041  -4.9399  0.24
H  1.0279  1.8733  -2.5252  0.20
H  -2.1838  -1.4057  1.8624  0.23
H  -4.0633  -2.8907  1.3571  0.24
H  -4.7098  -3.2268  -1.0606  0.25
C  1.0619  -2.6682  -0.0058  -0.23
O  0.9802  -1.3876  -0.5343  -0.77
H  1.6129  -3.3103  -0.7020  0.18
H  0.0667  -3.1236  0.1434  0.14
H  1.5860  -2.6968  0.9634  0.15
N  5.1462  0.0293  3.7781  -0.79
C  4.7286  -1.1697  3.3361  0.67
N  5.3486  -2.2687  3.7870  -0.76
N  3.7594  -1.3306  2.4797  -0.64
C  2.9966  -0.4794  1.8991  0.58
N  2.2808  0.2467  1.3416  -0.49
H  5.8812  0.1149  4.4560  0.41
H  4.6626  0.8614  3.4927  0.42
H  6.1073  -2.2234  4.4414  0.41
H  5.0333  -3.1648  3.4628  0.43


Question: Among the records above, which one has the highest electronic energy?
Answer: C6H13O